Density functional theory data (the ωB97M-V functional and the def2-TZVPD basis) for C8H13NO2 in the gas phase at a distorted geometry.

```
24
Properties=species:S:1:pos:R:3:mulliken_charge:R:1
C 0.46229 2.52034 0.89295 0.4135
C 0.13161 -1.12561 -0.56301 -1.2659
C 0.50815 -0.45578 -1.93503 -0.4357
C 1.86839 0.81603 -0.46697 -0.9802
C 0.63733 1.15695 0.40766 -0.0791
C -0.32317 -0.01006 0.41116 2.3749
C -0.20640 -0.71130 1.80633 -1.6769
C -1.77551 0.39954 0.26102 -2.0673
N 1.35053 0.63309 -1.77248 -0.3432
O -0.41314 2.73809 1.71078 -0.5531
O 1.26728 3.52123 0.49419 -0.4769
H -0.66664 -1.84910 -0.61528 0.5554
H 1.04234 -1.61055 -0.15093 0.3309
H 1.04842 -1.25307 -2.53151 0.3073
H -0.31236 -0.06224 -2.70171 0.3029
H 2.54364 1.65748 -0.58100 0.4647
H 2.52722 -0.01888 -0.14113 0.2665
H 0.68038 -1.22432 1.96124 0.4942
H -0.96274 -1.55746 1.95070 0.3753
H -0.35571 0.04370 2.67824 0.3178
H -2.40029 -0.41128 -0.12010 0.4743
H -1.89340 1.13257 -0.68213 0.2983
H -2.21744 0.65152 1.08809 0.5554
H 1.76065 3.20135 -0.20941 0.3470
```

Results
**HOMO-LUMO gap (alpha / beta)**: 8.25 / 8.18 eV
**Energy relative to the best compared isomer or geometry (same formula, charge and spin)**: 102.1 kcal per mole
**Maximum force**: 7.9 eV/Å
**Electronic energy**: -14087.8833 eV
**2S+1**: 1

---

Density functional theory data (the ωB97M-V functional and the def2-TZVPD basis) for 2 unconnected molecules or ions with the total composition CH5BS at a distorted geometry.

```
8
Properties=species:S:1:pos:R:3:mulliken_charge:R:1
B -1.12108 -0.40884 -0.82731 0.0795
C 1.92473 0.30100 0.49785 -0.9394
S -1.99703 -0.07643 0.61161 -0.1626
H -1.73731 -0.72540 -1.89857 -0.0357
H 2.54956 -0.28985 -0.02175 0.3109
H 1.44974 -0.19009 1.36684 0.3222
H 2.01118 1.33357 0.26706 0.3012
H -3.07979 0.05604 0.00428 0.1239
```

Results
**HOMO-LUMO gap (alpha / beta)**: 8.32 / 8.73 eV
**Energy relative to the best compared isomer or geometry (same formula, charge and spin)**: 109.5 kcal per mole
**Maximum force**: 3.4 eV/Å
**Electronic energy**: -12624.9957 eV
**2S+1**: 1

---

Density functional theory data (the ωB97M-V functional and the def2-TZVPD basis) for C3H8N2O2 in the gas phase at a distorted geometry.

```
15
Properties=species:S:1:pos:R:3:mulliken_charge:R:1
N -1.23069 -0.16731 -2.27216 -0.6473
C -0.67031 -0.53618 -1.02337 -0.3884
C 0.50353 0.37414 -0.70297 0.4554
O 0.99806 1.23360 -1.38383 -0.5393
N 1.07752 -0.15826 0.49182 -0.1737
C 0.54976 0.28710 1.76345 -0.6471
O 0.04215 -0.62448 2.67400 -0.4980
H -1.60042 0.80465 -2.25110 0.2559
H -0.54717 -0.19410 -3.06670 0.2683
H -1.52793 -0.34322 -0.30081 0.2291
H -0.26991 -1.56148 -1.02123 0.3252
H 2.06050 -0.13238 0.74696 0.3023
H 0.01197 1.26396 1.68857 0.3552
H 1.44989 0.70128 2.27787 0.3885
H -0.84695 -0.94732 2.37950 0.3139
```

Results
**HOMO-LUMO gap**: 10.04 eV
**Energy relative to the best compared isomer or geometry (same formula, charge and spin)**: 53.9 kcal per mole
**Structure (SMILES)**: NCC(=O)NCO
**Maximum force**: 3.1 eV/Å
**Electronic energy**: -10314.6140 eV
**2S+1**: 1

---

Density functional theory data (the ωB97M-V functional and the def2-TZVPD basis) for a molecular structure, C20H46P4SeYb at a distorted geometry.

```
72
Properties=species:S:1:pos:R:3:mulliken_charge:R:1
Yb -1.30489 0.56729 -2.32784 1.0061
P -1.52061 -2.67693 1.29736 1.1931
P 1.92806 -0.52390 2.36875 0.9117
P 1.62746 -1.41760 -0.77925 0.8708
H -2.87711 3.82343 -5.34508 0.3058
C -2.80239 2.78374 -5.73325 -0.6891
C -3.34655 1.71763 -5.09655 -0.4697
H -3.84008 1.80162 -4.11069 0.4037
C -2.90719 -2.03821 2.19295 -1.2507
C -0.60789 -3.81318 2.35453 -1.1728
C -2.22789 -3.65587 -0.01016 -1.2338
C 3.22452 0.79783 2.35318 -1.3110
C 1.31889 -0.27489 4.09529 -1.4568
C 3.01033 -1.99815 2.57395 -1.3661
C 0.93750 -1.27025 -2.48331 -1.1953
C 1.86571 -3.23439 -0.65388 -1.2397
C 3.39066 -0.99237 -1.10849 -1.2717
H -2.37334 2.76922 -6.75697 0.3493
H -3.34418 0.70524 -5.52554 0.2839
H -3.35151 -1.19271 1.66226 0.3690
H -2.60486 -1.73149 3.19008 0.3346
H -3.65218 -2.83234 2.27574 0.5230
H -0.28764 -3.31311 3.27550 0.3310
H 0.28272 -4.21163 1.85302 0.3726
H -1.29878 -4.62721 2.58741 0.5164
H -3.08122 -3.11300 -0.42369 0.4300
H -2.55945 -4.59688 0.45555 0.4414
H -1.48996 -3.86417 -0.78200 0.3616
H 3.89050 0.63039 3.20952 0.4824
H 2.74918 1.78551 2.43425 0.3467
H 3.80055 0.76207 1.41781 0.2990
H 2.13008 -0.44091 4.81380 0.5399
H 0.50964 -0.99843 4.28031 0.3028
H 0.93282 0.74927 4.21389 0.4203
H 3.66853 -1.84540 3.43659 0.5294
H 3.61689 -2.16017 1.67158 0.3393
H 2.37169 -2.87768 2.74192 0.2983
H 1.61305 -1.72558 -3.20637 0.5562
H 0.86356 -0.21213 -2.82635 0.1236
H -0.01401 -1.81959 -2.55748 0.2759
H 2.39424 -3.58330 -1.54890 0.5317
H 0.90039 -3.74492 -0.57987 0.2398
H 2.46332 -3.48707 0.22898 0.2835
H 3.73441 -1.60873 -1.94176 0.5302
H 4.03064 -1.20773 -0.24891 0.3146
H 3.54093 0.06028 -1.36566 0.2730
C 0.81040 2.53874 -1.91290 0.4949
C -0.52808 2.81949 -2.29689 -1.4594
C -0.73008 2.47287 -3.65347 0.2947
C 0.27678 2.73419 -4.60191 -0.0863
C 1.56887 3.05025 -4.14662 -0.7570
C 1.87454 2.81796 -2.80155 -0.6441
Se 1.09474 1.36155 -0.37281 -0.0345
H -0.70151 -1.63176 0.76844 -0.2828
H -1.46984 2.96058 -1.69688 0.6651
H -1.74831 2.23376 -3.97607 0.1073
H 0.01275 2.67003 -5.66198 0.4565
H 2.35499 3.35459 -4.84104 0.4258
H 2.89061 2.75217 -2.41633 0.5305
C -2.77178 2.52547 1.46003 -1.4343
P -1.35501 1.43154 1.78292 0.9586
C -0.16132 2.76995 2.28743 -1.2700
C -1.86042 1.03589 3.52058 -1.3506
H -2.65225 2.94556 0.45757 0.3349
H -2.78586 3.32352 2.21038 0.4572
H -3.67966 1.91430 1.54452 0.3921
H -0.78628 3.56021 2.73254 0.5918
H 0.55580 2.38198 3.03802 0.1838
H 0.38997 3.17228 1.41504 0.2665
H -1.05572 0.54176 4.08524 0.1950
H -2.75518 0.40173 3.51304 0.4428
H -2.09273 1.99782 3.99043 0.4878
```

Results
**⟨S²⟩**: 0.769
**HOMO-LUMO gap (alpha / beta)**: 5.99 / 4.93 eV
**Net charge**: +3
**Energy relative to the best compared isomer or geometry (same formula, charge and spin)**: 6.8 kcal per mole
**Maximum force**: 2.9 eV/Å
**Electronic energy**: -155487.3799 eV
**2S+1**: 2